1.
Below is a gas-phase ion, C7H15N2O3 (charge +1) at a distorted geometry, with properties calculated with wB97M-V/def2-TZVPD.

As for the total charge: +1. For the HOMO energy, the calculation gives -11.31 eV. The HOMO-LUMO gap is 8.5 eV. Its spin multiplicity is 1. For the energy relative to the best compared isomer or geometry (same formula, charge and spin), the calculation gives 240.8 kJ/mol. Its LUMO energy is -2.84 eV.

Element x y z (Å)
C1 0.93 -1.41 0.80
C2 -0.84 1.22 1.14
C3 1.47 -0.36 -0.25
C4 -1.87 0.10 0.90
C5 0.41 0.63 -0.72
C6 -1.24 -0.80 -0.03
C7 2.67 0.38 0.25
N1 0.39 0.92 -2.03
N2 -2.27 -1.44 -0.89
O1 -0.11 1.56 0.02
O2 -0.38 -1.89 0.47
O3 -3.12 0.50 0.20
H1 1.67 -2.34 0.87
H2 1.05 -0.98 1.79
H3 -1.41 2.18 1.53
H4 -0.17 0.90 2.05
H5 1.82 -1.00 -1.20
H6 -2.10 -0.44 1.80
H7 2.42 1.15 1.02
H8 3.22 1.11 -0.37
H9 3.32 -0.24 0.84
H10 -0.17 1.63 -2.39
H11 0.76 0.20 -2.69
H12 -2.09 -1.75 -1.83
H13 -3.08 -0.68 -0.86
H14 -2.64 -2.30 -0.46
H15 -3.54 1.21 0.65

2.
Below is C7H15N2OPS in the gas phase at a distorted geometry, with properties calculated with wB97M-V/def2-TZVPD.

Its SMILES is C=NCCCSP1NCCCO1. For the HOMO energy, the calculation gives -8.26 eV. The HOMO-LUMO gap is 9.2 eV. Its spin multiplicity is 1. Its LUMO energy is 0.91 eV.

Element x y z (Å)
C1 -3.67 1.81 -0.40
N1 -2.59 1.23 -0.39
C2 -2.60 -0.21 -0.57
C3 -1.83 -0.94 0.49
C4 -1.23 -2.26 0.11
S1 0.64 -2.16 0.26
P1 1.20 -0.69 -1.29
N2 0.89 0.73 -0.41
C5 1.79 1.26 0.65
C6 3.27 0.92 0.39
C7 3.43 -0.55 0.01
O1 2.76 -0.91 -1.14
H1 -3.52 2.89 -0.30
H2 -4.56 1.29 -0.62
H3 -2.28 -0.16 -1.58
H4 -3.70 -0.46 -0.59
H5 -1.07 -0.14 0.80
H6 -2.55 -1.12 1.39
H7 -1.56 -3.10 0.82
H8 -1.68 -2.65 -0.83
H9 0.39 1.48 -0.88
H10 1.61 0.78 1.58
H11 1.73 2.33 0.77
H12 3.49 1.50 -0.53
H13 3.99 1.08 1.16
H14 4.57 -0.85 0.16
H15 3.07 -1.08 0.93

3.
Below is 2 unconnected molecules or ions with the total composition C7H15N3 at a distorted geometry, with properties calculated with wB97M-V/def2-TZVPD.

Its SMILES is CC(C)(C)/C=N/N.C=C=N. For the HOMO energy, the calculation gives -8.49 eV. The HOMO-LUMO gap is 9.4 eV. Its spin multiplicity is 1. For the energy relative to the best compared isomer or geometry (same formula, charge and spin), the calculation gives 397.3 kJ/mol. Its LUMO energy is 0.89 eV.

Element x y z (Å)
C1 2.10 0.39 0.81
C2 0.76 -0.18 -0.01
C3 0.96 -1.70 0.06
C4 0.81 0.39 -1.37
C5 -0.37 0.21 0.83
N1 -0.97 1.30 0.66
N2 -1.63 2.03 1.65
H1 2.65 -0.31 1.51
H2 2.82 0.96 0.18
H3 1.77 1.30 1.43
H4 0.09 -2.23 -0.40
H5 1.99 -2.09 -0.38
H6 1.14 -1.91 1.17
H7 0.62 1.43 -1.23
H8 0.00 -0.07 -1.88
H9 1.72 0.34 -1.90
H10 -0.35 -0.35 1.81
H11 -2.11 1.58 2.45
H12 -2.27 2.75 1.30
C6 -2.17 -0.18 -1.79
C7 -2.43 -0.57 -0.62
N3 -3.03 -1.15 0.28
H13 -2.13 -0.85 -2.65
H14 -1.89 0.84 -2.16
H15 -2.68 -1.63 1.09

4.
Below is a gas-phase ion, C7H15N3 (charge +2) at a distorted geometry, with properties calculated with wB97M-V/def2-TZVPD.

Its SMILES is C=C1N(C)C(=C)[N@@H+](C)[N@@H+]1C. As for the total charge: +2. For the HOMO energy, the calculation gives -16.88 eV. The HOMO-LUMO gap is 7.3 eV. Its spin multiplicity is 1. For the energy relative to the best compared isomer or geometry (same formula, charge and spin), the calculation gives 668.8 kJ/mol. Its LUMO energy is -9.60 eV.

Element x y z (Å)
C1 2.36 0.72 0.08
C2 1.12 0.21 0.02
N1 0.32 -0.36 0.95
C3 0.89 -0.59 2.34
C4 -0.95 -0.65 0.50
C5 -1.78 -1.61 0.84
N2 -1.18 0.36 -0.60
C6 -1.48 1.64 -0.19
N3 0.41 0.31 -1.21
C7 0.46 -0.64 -2.22
H1 2.51 1.28 -0.91
H2 3.18 0.53 0.73
H3 1.19 -1.64 2.57
H4 1.80 0.02 2.44
H5 0.12 -0.29 3.05
H6 -2.81 -1.62 0.49
H7 -1.45 -2.35 1.64
H8 -1.91 0.12 -1.33
H9 -0.65 2.06 0.48
H10 -1.83 2.44 -0.88
H11 -2.31 1.48 0.51
H12 0.48 1.28 -1.53
H13 0.07 -1.67 -1.99
H14 -0.08 -0.19 -3.14
H15 1.54 -0.81 -2.63

5.
Below is a gas-phase ion, C7H15N3O (charge +2) at a distorted geometry, with properties calculated with wB97M-V/def2-TZVPD.

Its SMILES is CCN1C[C@@H]([NH+]=C=O)[C@@H](C)[NH2+]1. As for the total charge: +2. For the HOMO energy, the calculation gives -18.48 eV. The HOMO-LUMO gap is 9.6 eV. Its spin multiplicity is 1. For the energy relative to the best compared isomer or geometry (same formula, charge and spin), the calculation gives 358.7 kJ/mol. Its LUMO energy is -8.85 eV.

Element x y z (Å)
C1 -1.88 -2.48 -0.20
C2 -1.90 -0.95 -0.27
N1 -0.53 -0.46 -0.23
C3 0.00 -0.56 1.15
C4 1.30 0.24 1.03
N2 2.55 -0.56 0.67
C5 2.45 -1.57 -0.07
O1 2.50 -2.47 -0.75
C6 0.89 1.41 0.08
C7 1.93 1.72 -0.99
N3 -0.37 0.93 -0.58
H1 -0.86 -2.67 -0.22
H2 -2.13 -2.74 0.80
H3 -2.48 -3.03 -0.85
H4 -2.48 -0.65 0.62
H5 -2.35 -0.51 -1.28
H6 0.38 -1.53 1.26
H7 -0.68 -0.07 1.89
H8 1.66 0.60 1.93
H9 3.36 -0.05 0.80
H10 0.63 2.27 0.71
H11 1.57 2.57 -1.57
H12 2.12 0.92 -1.56
H13 2.82 2.05 -0.40
H14 -1.24 1.34 -0.28
H15 -0.15 0.84 -1.61

6.
Below is 2 unconnected molecules or ions with the total composition C7H15N3O2 at a distorted geometry, with properties calculated with wB97M-V/def2-TZVPD.

As for the total charge: +2. For the HOMO energy, the calculation gives -17.04 eV. The HOMO-LUMO gap is 7.4 eV. Its spin multiplicity is 1. For the energy relative to the best compared isomer or geometry (same formula, charge and spin), the calculation gives 435.6 kJ/mol. Its LUMO energy is -9.61 eV.

Element x y z (Å)
C1 0.77 -0.89 0.00
C2 2.37 -1.91 1.21
C3 -1.50 0.21 1.55
C4 -1.97 0.69 -0.88
C5 0.51 -2.82 -1.64
C6 -0.18 2.04 0.52
C7 -1.10 0.89 0.36
N1 1.60 -0.72 1.05
N2 1.06 -2.02 -0.54
N3 0.36 2.65 -0.82
O1 3.20 -2.09 2.03
O2 2.09 -2.68 0.21
H1 -1.90 -0.85 1.41
H2 -2.18 0.85 2.05
H3 -0.65 0.20 2.35
H4 -2.79 1.39 -0.88
H5 -1.24 1.07 -1.62
H6 -2.42 -0.25 -1.01
H7 1.01 -3.76 -1.78
H8 0.73 -2.27 -2.62
H9 -0.56 -2.95 -1.55
H10 -0.81 2.92 0.93
H11 0.77 1.97 1.26
H12 1.47 -0.09 1.82
H13 1.11 3.43 -0.76
H14 -0.47 3.13 -1.33
H15 0.71 1.84 -1.32

7.
Below is C7H15N3Si in the gas phase at a distorted geometry, with properties calculated with wB97M-V/def2-TZVPD.

Its SMILES is CC(C)c1cn([C@@H](C)[SiH3])nn1. For the HOMO energy, the calculation gives -8.94 eV. The HOMO-LUMO gap is 9.7 eV. Its spin multiplicity is 1. For the energy relative to the best compared isomer or geometry (same formula, charge and spin), the calculation gives 135.1 kJ/mol. Its LUMO energy is 0.74 eV.

Element x y z (Å)
C1 0.03 -0.03 3.61
C2 -0.86 0.03 2.34
C3 -1.84 -1.11 2.33
C4 -0.10 -0.19 1.10
C5 -0.09 0.50 -0.16
N1 0.60 -0.32 -0.97
C6 1.00 -0.01 -2.44
C7 -0.20 -0.40 -3.26
Si1 1.68 1.79 -2.61
N2 1.01 -1.35 -0.35
N3 0.62 -1.34 0.88
H1 0.60 -0.87 3.43
H2 -0.55 -0.09 4.54
H3 0.73 0.85 3.79
H4 -1.40 1.02 2.33
H5 -2.24 -0.96 3.34
H6 -1.38 -2.07 2.30
H7 -2.62 -0.94 1.55
H8 -0.56 1.41 -0.36
H9 1.79 -0.65 -2.66
H10 -0.97 0.24 -3.19
H11 0.03 -0.40 -4.30
H12 -0.69 -1.42 -2.95
H13 1.71 1.78 -4.08
H14 2.97 1.75 -1.93
H15 0.75 2.80 -2.25

8.
Below is 2 unconnected molecules or ions with the total composition C7H15N5O at a distorted geometry, with properties calculated with wB97M-V/def2-TZVPD.

Its SMILES is CN1C(N)=NC(N)=NC1(C)C.C=O. For the HOMO energy, the calculation gives -7.77 eV. The HOMO-LUMO gap is 8.1 eV. Its spin multiplicity is 1. For the energy relative to the best compared isomer or geometry (same formula, charge and spin), the calculation gives 0.0 kJ/mol. Its LUMO energy is 0.37 eV.

Element x y z (Å)
C1 -0.69 1.55 -0.40
N1 0.52 0.76 -0.48
C2 1.71 1.27 -0.16
N2 1.82 2.61 -0.10
N3 2.70 0.53 0.09
C3 2.60 -0.82 -0.11
N4 3.73 -1.59 -0.06
N5 1.48 -1.52 -0.31
C4 0.29 -0.70 -0.17
C5 -0.88 -1.34 -1.04
C6 -0.04 -0.59 1.44
H1 -0.69 2.29 -1.17
H2 -1.49 0.85 -0.49
H3 -0.83 2.10 0.60
H4 0.93 3.10 0.10
H5 2.76 3.02 0.22
H6 3.52 -2.48 -0.49
H7 4.53 -1.10 -0.48
H8 -1.13 -0.74 -1.92
H9 -1.79 -1.58 -0.42
H10 -0.50 -2.24 -1.45
H11 -0.98 -0.09 1.62
H12 -0.20 -1.60 1.85
H13 0.74 -0.10 1.99
C7 -4.57 -0.41 0.37
O1 -3.88 0.08 -0.54
H14 -4.05 -1.24 0.88
H15 -5.63 -0.01 0.63

9.
Below is 2 unconnected molecules or ions with the total composition C7H15N5O5 at a distorted geometry, with properties calculated with wB97M-V/def2-TZVPD.

For the HOMO energy, the calculation gives -6.95 eV. The HOMO-LUMO gap is 5.3 eV. Its spin multiplicity is 1. Its LUMO energy is -1.69 eV.

Element x y z (Å)
C1 -1.53 -0.83 -3.01
C2 -0.12 -0.10 -3.13
O1 1.03 -0.95 -2.95
C3 1.02 -1.65 -1.69
C4 0.82 -0.66 -0.42
O2 1.47 -1.22 0.72
C5 1.16 -0.54 1.95
C6 0.54 0.90 1.79
N1 1.43 1.94 1.38
C7 0.55 3.06 1.29
N2 1.01 4.27 0.88
N3 -0.80 2.70 1.64
N4 -0.79 1.38 1.95
H1 -1.67 -1.47 -2.08
H2 -1.74 -1.38 -3.98
H3 -2.32 0.00 -2.94
H4 -0.05 0.28 -4.21
H5 -0.09 0.85 -2.49
H6 2.02 -2.20 -1.62
H7 0.23 -2.48 -1.69
H8 -0.32 -0.57 -0.31
H9 1.30 0.33 -0.75
H10 0.52 -1.17 2.67
H11 2.16 -0.40 2.50
H12 1.28 4.34 -0.11
H13 1.04 5.13 1.44
H14 -1.64 3.30 1.64
H15 -1.56 0.76 2.23
N5 -1.24 -3.41 2.33
O3 -2.07 -2.47 2.23
O4 -0.80 -3.97 1.31
O5 -0.85 -3.77 3.46

10.
Below is a gas-phase ion, C7H15N6 (charge +1) at a distorted geometry, with properties calculated with wB97M-V/def2-TZVPD.

As for the total charge: +1. For the HOMO energy, the calculation gives -12.09 eV. The HOMO-LUMO gap is 9.3 eV. Its spin multiplicity is 1. For the energy relative to the best compared isomer or geometry (same formula, charge and spin), the calculation gives 505.1 kJ/mol. Its LUMO energy is -2.77 eV.

Element x y z (Å)
C1 0.29 -1.91 -1.71
C2 -0.33 -0.50 -1.44
C3 -1.67 2.70 1.37
C4 -0.91 2.08 0.17
C5 -0.91 2.03 2.58
C6 1.75 -2.12 -1.12
C7 -0.53 -0.40 0.08
N1 0.35 -0.03 2.69
N2 1.13 -0.83 2.12
N3 -0.55 0.80 0.67
N4 -0.26 0.91 2.02
N5 1.37 -0.80 0.82
N6 1.67 -2.20 0.32
H1 -0.38 -2.73 -1.40
H2 0.37 -1.96 -2.84
H3 0.46 0.05 -1.89
H4 -1.16 -0.18 -2.10
H5 -1.69 3.78 1.37
H6 -2.64 2.20 1.35
H7 -1.60 2.13 -0.67
H8 -0.23 2.88 -0.27
H9 -0.19 2.73 3.02
H10 -1.49 1.76 3.57
H11 2.16 -3.05 -1.46
H12 2.37 -1.29 -1.37
H13 -0.85 -1.29 0.54
H14 0.98 -2.70 0.83
H15 2.46 -2.75 0.76